Record 1
139
Properties=species:S:1:pos:R:3 method="wB97M-V/def2-TZVPD" total_charge=+1 multiplicity=1 homo_lumo_gap_ev=8.652 relative_energy_kcal_mol=0.0 homo_ev=-11.5 total_energy_ev=-92737.3557
F 5.59729 -0.78218 1.75697
F -1.50828 0.53780 2.80826
F 4.95475 -4.68411 1.96240
O 6.89916 -1.00717 3.51626
O -2.42929 0.06374 9.35073
O -7.14912 3.07446 -4.58539
O 1.36623 2.55494 6.23456
O 1.28789 0.38290 6.41497
O -0.30693 -8.57133 -5.44831
O 1.81501 1.64621 -1.35912
O -2.38816 0.74607 -5.26334
O -1.36092 1.81087 10.13392
O -5.18070 4.02993 -4.41449
O 2.21436 -4.05862 -0.06915
O 0.72274 -10.12804 -4.29287
O 1.17224 -5.42975 -1.40536
O 1.80469 6.20733 -3.31152
O -1.19702 2.42651 -4.49645
O 6.55912 -3.39652 1.22240
O 3.76189 5.69926 -2.47050
O 2.84087 1.47853 0.57165
N 5.34199 -2.68725 3.02268
N 1.39557 -1.54734 3.43405
C 6.05459 -1.42971 2.80961
C 1.20824 1.46322 6.97067
C -0.26721 -0.00771 2.53753
C 3.61995 3.22269 -0.84900
C -2.46364 -8.29116 -6.55374
C 2.26624 -1.27999 4.39068
C 3.92998 -2.34708 3.10620
C -4.23358 6.27468 -4.60036
C 5.66875 -3.57994 1.99203
C -2.03284 1.58577 -4.28278
C 3.56901 -1.67155 4.24935
C 3.08115 6.51908 -3.02843
C -2.86453 0.80192 11.66491
C 0.04278 -9.85621 -5.24508
C -4.69075 -0.84719 9.44041
C 0.93066 7.27731 -5.32080
C -2.75305 1.52213 -2.95604
C 1.12411 3.88494 6.72550
C -3.20570 -1.12701 9.53387
C 0.80545 1.06012 2.56136
C 1.72102 -2.21626 2.32290
C -0.49350 -10.92778 -6.16264
C 2.43087 2.08732 -3.68111
C -3.24455 -0.38430 -5.06180
C -0.96226 -8.11135 -6.63617
C 2.33388 4.44391 7.44203
C -4.10365 4.80662 -4.94969
C -6.72085 4.75235 -6.20478
C 1.14162 -6.47110 -2.40287
C 0.84960 7.14854 -3.81434
C 2.72561 2.07265 -0.47552
C 2.27389 -5.04791 -0.77619
C 1.01056 -7.84183 -1.78179
C 3.64799 7.84022 -3.48603
C -4.70724 0.00335 -5.14325
C 3.52094 -5.88270 -0.89425
C 1.01948 1.57361 8.45477
C -0.00299 -1.07552 3.60688
C 1.47694 2.38894 -2.54743
C -2.14326 0.92192 10.34489
C -6.37057 3.87173 -5.02880
C 2.99749 -2.62307 2.12260
H 0.22498 3.90853 7.34088
H -3.57214 2.24232 -2.96513
H 0.91264 4.48235 5.84093
H 2.58544 3.85657 8.32507
H 0.54969 2.49596 8.77277
H -4.91659 0.48277 -6.09954
H -7.34367 4.17706 -6.88520
H -2.18442 1.11491 12.45328
H -1.39615 -11.34848 -5.72177
H -3.19007 -0.20723 11.90435
H -7.28716 5.61037 -5.84528
H -5.13376 6.71322 -5.03154
H -5.34131 -0.87799 -5.04621
H -4.00369 4.64236 -6.02346
H 0.26524 -6.25988 -3.01183
H -4.98365 0.71264 -4.36258
H 0.95034 8.10899 -3.30719
H 2.00476 -6.39302 -3.06378
H -2.94602 -7.88225 -7.44155
H 0.93344 -8.60245 -2.55811
H 0.94196 -2.40062 1.60372
H 0.79735 6.30203 -5.78936
H 3.58721 -6.44038 -1.82363
H 3.20352 4.42721 6.78475
H 4.38337 -5.22418 -0.85642
H 4.38309 8.16599 -2.75421
H -3.00276 -1.07631 -5.86681
H 1.11988 1.27514 3.58541
H -0.66015 -1.93371 3.49573
H 4.30304 -1.45484 5.00849
H -3.14148 0.53788 -2.70754
H 1.41277 3.45594 -2.33228
H 2.12343 2.61488 -4.58351
H 2.91033 8.63387 -3.57503
H 4.14246 7.69659 -4.44573
H -2.73849 -9.34229 -6.46644
H 0.12187 -7.88866 -1.15099
H -0.53422 -8.58417 -7.52069
H -2.04773 1.79307 -2.17257
H -5.25905 -1.77345 9.52410
H -2.93331 -1.62591 10.46463
H 3.84474 3.79088 0.05145
H -0.72413 -7.05107 -6.70495
H -3.20317 4.40032 -4.48953
H -3.72664 1.46734 11.65551
H 0.40912 1.94483 2.07404
H -2.90734 -1.79263 8.72561
H 0.25732 -11.70955 -6.24599
H -2.99870 -0.89376 -4.12895
H 0.15786 7.95299 -5.68785
H 3.17743 3.91050 -1.55260
H -0.31587 -0.45648 1.54390
H -4.30162 6.40003 -3.51942
H 1.90061 7.65864 -5.64043
H 4.54900 2.83082 -1.26159
H 1.69623 0.73515 2.00932
H 3.56344 -6.57391 -0.05409
H 0.37301 0.76638 8.77957
H 2.44640 1.01614 -3.88657
H -0.71079 -10.58327 -7.17057
H 1.97362 -0.72665 5.29688
H -5.02233 -0.16827 10.22601
H -4.92596 -0.37513 8.48651
H 3.45135 2.38421 -3.43704
H 1.99155 1.47177 8.93910
H 0.47684 2.06622 -2.82200
H 3.20425 -3.14877 1.17115
H 2.14846 5.47122 7.75373
H -0.08370 -0.60946 4.58225
H -2.85659 -7.78157 -5.67374
H -5.86096 5.09955 -6.77288
H -0.12373 6.74897 -3.53356
H 1.86563 -8.08150 -1.14806
H -3.37030 6.83134 -4.96655

---

Record 2
143
Properties=species:S:1:pos:R:3 method="wB97M-V/def2-TZVPD" total_charge=+5 multiplicity=1 homo_lumo_gap_ev=5.941 relative_energy_kcal_mol=156.5 homo_ev=-14.0 total_energy_ev=-88718.7094
F -2.00973 -6.78385 -5.49460
F -3.27463 -6.08484 -3.85522
F -2.26038 -0.97090 0.12933
F -1.09751 -1.85553 -1.60520
F -3.79145 -5.50112 -6.00447
F -0.97594 0.44241 -1.09257
F -4.16666 -7.52574 -5.16931
F -0.10446 -1.07510 0.28565
N -4.95317 1.91658 -6.81192
N 4.94223 11.05647 -2.96454
N -4.74602 4.24059 2.00503
N 7.61879 -1.70359 3.15272
N -6.39960 0.28444 -6.17570
N -0.64093 -0.78658 8.34751
N 4.47828 9.05549 -3.70178
N -0.13128 -9.26519 7.80217
N 1.51358 -1.21087 -7.19294
N 0.02977 -1.87182 -8.67780
N -6.55831 3.27057 1.16291
N 0.40516 -7.94040 6.09249
N 9.68621 -2.56283 3.66146
N -2.39382 -0.70694 7.00793
C -4.34969 3.11073 -7.36003
C -7.57573 1.01337 1.14345
C 4.00661 7.63437 -3.72149
C -1.30033 -0.29897 6.27258
C -1.22767 -8.39605 7.62035
C 0.86027 -9.00727 6.85528
C 2.18834 -0.90939 -5.92780
C 0.16748 -1.06153 9.47862
C -3.43102 4.76885 2.21972
C -5.40362 3.87489 -8.29414
C 6.36344 -1.54694 2.29494
C 2.01886 0.61969 -5.60162
C 1.34886 -7.27698 5.11562
C -0.15338 -0.42907 7.11390
C 1.17661 -1.45649 -9.35068
C 8.13337 -0.99480 4.18296
C -7.55428 -0.65840 -6.18272
C 2.02884 -0.98561 -8.44477
C -5.30879 0.21582 -5.33587
C 10.87952 -3.42110 3.54603
C -1.98529 -0.99538 8.32074
C 5.60665 9.57265 -4.42014
C -3.68893 -0.90744 6.51658
C 3.57126 7.07626 -2.32269
C 5.80141 10.87937 -4.04291
C -6.06641 1.29611 -7.18123
C 0.31154 -2.62040 9.73593
C 4.00267 10.07557 -2.91085
C 9.44108 -1.40420 4.49625
C -0.89101 -7.66197 6.44531
C 0.50875 -6.71618 3.91208
C -5.81569 4.45687 2.87090
C -1.15550 -2.51247 -9.27346
C 8.65457 -2.53686 2.77345
C -4.52190 1.35467 -5.61227
C -0.05414 -10.43302 8.70574
C 4.90288 12.34571 -2.27360
C -5.14625 3.52423 0.92909
C 6.19953 -0.18925 1.58529
C -6.95365 3.77468 2.43302
C -7.41238 2.42962 0.41430
C 0.27163 -1.70444 -7.37111
B -1.12423 -0.90038 -0.67465
B -3.30684 -6.43809 -5.13080
H 10.08368 -1.12672 5.31873
H 1.98785 -6.54571 5.61062
H -7.38934 -1.37466 -5.37781
H 2.90697 7.80994 -1.86604
H 0.79024 -10.97439 8.27908
H -5.63098 5.09321 3.72375
H -0.92394 -3.53839 -9.55977
H 6.05411 8.99731 -5.21711
H 11.72922 -2.80049 3.26149
H 2.00688 1.18034 -6.53631
H 0.99367 -2.73617 10.57820
H 0.79832 -3.21271 8.96114
H 5.57727 13.06588 -2.73692
H -1.43019 -1.78283 -10.03520
H -3.64176 1.72567 -5.10818
H -2.07826 -2.44092 -8.69771
H 10.65325 -4.16072 2.77801
H 6.92376 0.58365 1.84266
H 1.18934 -0.68677 9.41960
H -6.54717 1.59829 -8.09991
H -7.05722 2.33687 -0.61203
H -5.76842 3.14736 -9.01921
H 0.96234 -6.12475 3.11674
H -5.37635 -0.51764 -4.54602
H 8.44520 -3.28698 2.02520
H 3.10846 6.10538 -2.14582
H 6.44490 11.73339 -4.19448
H 3.21660 7.56814 -4.46955
H -1.33323 -0.13066 5.20629
H -7.39654 -1.25230 -7.08300
H 5.17023 0.16132 1.66101
H 1.41807 -1.79609 -10.34706
H -0.31822 -2.22345 -6.63010
H -4.56307 3.14960 0.10087
H 3.03824 -0.60962 -8.52313
H -8.33317 3.00675 0.32966
H -6.59138 0.59925 1.36176
H 3.12947 10.05953 -2.27550
H 6.24376 -0.41297 0.51942
H -2.45214 -1.58941 9.09249
H 3.87001 12.69395 -2.27964
H -4.17673 0.03846 6.28115
H -3.85159 3.72071 -6.60643
H 0.20519 -10.18083 9.73396
H 1.81459 -9.50853 6.78903
H -0.60092 -3.15004 10.00975
H -1.25905 -6.96569 5.70630
H 3.20373 -1.26687 -6.09901
H -0.41495 -6.20512 4.18357
H 2.97085 0.95842 -5.19290
H 1.21843 0.97030 -4.95010
H -0.06232 -0.56474 10.42121
H -3.49216 2.76239 -7.93569
H 1.67370 -1.49483 -5.16590
H 6.16487 -2.28761 1.52031
H 4.30930 6.97485 -1.52701
H 2.09233 -8.01651 4.81821
H 5.42855 -1.55897 2.85523
H -8.02751 0.40279 0.36167
H -2.75887 4.32495 1.48537
H -8.50673 -0.12851 -6.16983
H -7.99057 3.65054 2.70830
H 0.89506 -0.30147 6.88833
H -6.06167 4.27303 -7.52177
H -3.13579 4.59583 3.25460
H 5.35160 12.29073 -1.28177
H -3.63336 -1.46320 5.58056
H -4.93883 4.53450 -9.02693
H -2.12798 -8.33952 8.21420
H -1.07286 -10.81335 8.63048
H -8.16393 0.92482 2.05685
H 7.51507 -0.24502 4.65404
H 4.85799 7.11813 -4.16505
H -0.01584 -7.57823 3.50003
H -3.27730 5.82912 2.01897
H 10.95502 -4.01927 4.45410
H -4.18535 -1.55473 7.23956